6 unconnected molecules or ions with the total composition C17H42ClINO9 at a distorted geometry, computed with ωB97M-V/def2-TZVPD.

Values from the calculation:
Frontier orbital gap ... 0.2712 hartree

Structure (ORCA input):
```
! RIJCOSX wB97M-V def2-TZVPD def2/J DEFGRID3
* xyz -1 1
C 4.911 2.938 -0.629
O 4.414 1.659 -0.980
C 2.997 1.581 -0.958
C 2.343 2.238 -2.170
C 0.811 2.239 -2.123
C 0.222 3.195 -1.068
N -1.210 3.075 -0.856
C -1.876 4.377 -0.796
C -1.502 5.305 0.371
O -1.846 6.660 0.018
C -1.828 1.968 -0.125
I -0.403 0.942 1.211
C -2.375 0.938 -1.110
C -3.064 -0.301 -0.519
C -2.208 -1.568 -0.612
Cl -2.296 -2.581 0.877
C -2.980 2.508 0.845
O -2.605 3.066 1.870
O -4.114 2.421 0.334
H 4.210 3.452 0.041
H 5.095 3.566 -1.511
H 5.847 2.792 -0.086
H 2.627 2.006 -0.017
H 2.749 0.511 -0.943
H 2.682 1.694 -3.063
H 2.711 3.269 -2.279
H 0.437 1.222 -1.973
H 0.436 2.570 -3.100
H 0.374 4.216 -1.447
H 0.794 3.138 -0.129
H -2.960 4.216 -0.810
H -1.617 4.915 -1.721
H -0.423 5.223 0.561
H -2.032 5.027 1.282
H -1.049 7.192 0.060
H -1.576 0.647 -1.802
H -3.110 1.508 -1.688
H -4.000 -0.463 -1.065
H -3.354 -0.121 0.519
H -1.149 -1.331 -0.743
H -2.530 -2.231 -1.420
C 4.085 1.554 2.731
O 5.382 1.984 2.316
H 3.354 2.125 2.164
H 3.935 0.491 2.525
H 3.924 1.740 3.796
H 6.027 1.477 2.817
C 1.323 -2.689 2.837
O 0.312 -3.687 2.799
H 2.101 -3.039 3.510
H 1.771 -2.521 1.855
H 0.941 -1.734 3.213
H -0.377 -3.370 2.205
C -3.522 -5.758 -1.359
O -4.277 -4.793 -0.645
H -4.232 -6.477 -1.762
H -2.960 -5.319 -2.190
H -2.821 -6.290 -0.708
H -3.667 -4.148 -0.267
C 7.229 -1.306 1.502
O 5.850 -1.334 1.182
H 7.381 -1.990 2.335
H 7.850 -1.636 0.663
H 7.556 -0.306 1.804
H 5.696 -0.714 0.459
C -7.466 -7.792 -1.588
O -6.146 -7.800 -1.072
H -7.496 -8.535 -2.384
H -8.207 -8.067 -0.832
H -7.735 -6.820 -2.010
H -6.084 -7.132 -0.380
*
```

Atom charges from the Löwdin analysis, given in e for atoms 1 to 2: C -0.124; O -0.200


A molecular structure, C3H5O3Sm at a distorted geometry, computed with ωB97M-V/def2-TZVPD.

Values from the calculation:
Energy relative to the best compared isomer or geometry (same formula, charge and spin) ... 35.8 kcal per mole
Frontier orbital gap (spin up / spin down) ... 0.2211 / 0.3140 hartree
⟨S²⟩ ... 12.01

Structure (ORCA input):
```
! RIJCOSX wB97M-V def2-TZVPD def2/J DEFGRID3
* xyz 3 7
O 0.105 0.210 0.671
C 0.739 -0.341 -0.417
C 1.041 -1.785 -0.321
H 1.535 0.367 -0.758
H 1.619 -2.005 0.591
H 1.632 -2.092 -1.191
H 0.112 -2.372 -0.281
O -0.946 1.457 -0.830
C -0.755 1.292 0.397
O -1.528 1.541 1.330
Sm -3.442 3.182 2.155
H -0.112 0.547 -1.345
*
```

Atom charges from the natural (NBO) analysis, given in e for atoms 1 to 2: O -0.367; C 0.357


A molecular structure, C27H76O11 at a distorted geometry, computed with ωB97M-V/def2-TZVPD.

Values from the calculation:
Energy relative to the best compared isomer or geometry (same formula, charge and spin) ... 484.2 kcal per mole
Frontier orbital gap ... 0.3213 hartree

Structure (ORCA input):
```
! RIJCOSX wB97M-V def2-TZVPD def2/J DEFGRID3
* xyz 0 1
C 3.983 0.278 0.715
O 3.829 -1.150 0.577
H 4.118 0.755 -0.256
H 3.111 0.792 1.119
H 4.894 0.446 1.289
H 2.960 -1.316 0.203
C 1.762 -3.269 1.508
O 2.655 -2.938 2.553
H 0.724 -3.324 1.836
H 1.574 -2.616 0.656
H 1.936 -4.234 1.032
H 3.061 -2.106 2.297
C 2.589 1.959 -3.345
O 1.418 2.132 -4.175
H 2.804 2.901 -2.842
H 2.263 1.419 -2.456
H 3.421 1.481 -3.862
H 0.719 2.526 -3.648
C -1.596 -0.161 -3.764
C -2.545 0.185 -2.618
C -3.782 -0.719 -2.729
O -2.003 -0.015 -1.318
H -1.054 -1.090 -3.587
H -0.858 0.626 -3.925
H -2.137 -0.177 -4.710
H -2.863 1.221 -2.737
H -4.531 -0.560 -1.953
H -3.522 -1.775 -2.799
H -4.379 -0.449 -3.600
H -1.381 -0.743 -1.390
C 1.160 -0.698 -5.371
C 1.243 -1.686 -4.175
C 1.908 -1.070 -2.948
O -0.083 -1.935 -3.877
H 1.058 -1.363 -6.228
H 2.090 -0.159 -5.556
H 0.373 0.053 -5.298
H 1.848 -2.535 -4.496
H 2.914 -0.812 -3.277
H 1.974 -1.664 -2.036
H 1.388 -0.125 -2.789
H -0.396 -2.415 -4.647
C 0.662 0.843 1.599
C 0.303 0.245 0.305
C 0.988 0.962 -0.827
O 0.750 -1.084 0.176
H -0.155 0.732 2.312
H 0.660 1.932 1.564
H 1.630 0.549 2.005
H -0.786 0.283 0.285
H 2.048 0.732 -0.938
H 0.950 2.046 -0.932
H 0.569 0.627 -1.776
H 0.104 -1.458 -0.428
C 0.959 -1.237 5.568
C 0.208 -1.836 4.383
C 0.177 -0.926 3.069
O 0.864 -3.011 4.122
H 1.240 -1.922 6.367
H 0.407 -0.462 6.101
H 1.854 -0.697 5.260
H -0.834 -1.991 4.662
H 1.197 -0.613 2.842
H -0.393 0.001 3.129
H -0.237 -1.535 2.266
H 1.522 -2.834 3.446
C -1.579 -3.304 -2.324
C -1.212 -2.482 -1.106
C -0.437 -3.207 -0.058
O -0.532 -1.296 -1.514
H -1.778 -2.665 -3.185
H -2.443 -3.939 -2.131
H -0.800 -4.002 -2.628
H -2.128 -2.210 -0.583
H 0.612 -3.399 -0.284
H -0.857 -4.166 0.246
H -0.343 -2.559 0.813
H -0.057 -1.438 -2.337
C 2.569 2.499 2.876
C 2.352 3.907 3.366
C 3.542 4.679 3.748
O 1.686 4.663 2.367
H 3.088 2.569 1.920
H 1.610 1.998 2.745
H 3.174 1.831 3.489
H 1.702 3.674 4.210
H 3.462 5.746 3.955
H 4.156 4.840 2.862
H 4.131 4.203 4.532
H 0.866 4.236 2.109
C -2.311 3.512 0.969
C -2.642 2.516 -0.054
C -3.020 3.045 -1.514
O -1.549 1.660 -0.177
H -2.854 4.453 0.878
H -1.263 3.773 0.823
H -2.355 2.984 1.922
H -3.490 1.984 0.377
H -3.368 2.277 -2.205
H -2.139 3.441 -2.019
H -3.764 3.826 -1.352
H -1.607 1.075 -0.935
C -3.010 0.488 1.816
C -3.618 -0.857 1.250
C -2.589 -1.794 1.035
O -4.612 -1.319 2.096
H -3.721 1.311 1.891
H -2.115 0.775 1.264
H -2.766 0.362 2.870
H -3.968 -0.674 0.234
H -2.266 -2.265 1.963
H -1.783 -1.550 0.342
H -3.018 -2.662 0.535
H -4.290 -1.554 2.969
*
```

Atom charges from the Löwdin analysis, given in e for atoms 1 to 2: C -0.117; O -0.106


A gas-phase ion, C3H10NOS (charge +2) at a distorted geometry, computed with ωB97M-V/def2-TZVPD.

Values from the calculation:
Energy relative to the best compared isomer or geometry (same formula, charge and spin) ... 11.0 kcal per mole
Frontier orbital gap (spin up / spin down) ... 0.3948 / 0.2025 hartree
⟨S²⟩ ... 0.75

Structure (ORCA input):
```
! RIJCOSX wB97M-V def2-TZVPD def2/J DEFGRID3
* xyz 2 2
C -1.207 -0.676 -0.493
O -1.312 -0.389 -1.869
C 0.216 -0.231 -0.154
C 0.473 -0.192 1.372
S 2.135 0.388 1.778
N 0.348 1.205 -0.782
H -1.331 -1.726 -0.223
H -1.933 -0.053 0.046
H -2.243 -0.362 -2.144
H 0.989 -0.788 -0.680
H 0.457 -1.193 1.809
H -0.294 0.303 1.967
H 2.697 -0.763 2.222
H 0.648 1.136 -1.758
H 0.956 1.761 -0.188
H -0.600 1.579 -0.903
*
```

Atom charges from the natural (NBO) analysis, given in e for atoms 1 to 2: C -0.088; O -0.726


A molecular structure, C43H38NOP2SiSn, computed with ωB97M-V/def2-TZVPD.

Values from the calculation:
Frontier orbital gap ... 0.2352 hartree

Structure (ORCA input):
```
! RIJCOSX wB97M-V def2-TZVPD def2/J DEFGRID3
* xyz 3 1
Sn 0.441 1.107 -0.909
C 2.119 -1.800 -1.323
Si 1.320 -2.246 0.279
C 2.364 -2.063 1.782
C 3.261 -3.061 2.183
C 4.010 -2.884 3.337
C 3.864 -1.730 4.101
C 2.978 -0.735 3.713
C 2.243 -0.900 2.543
P 0.990 0.236 1.930
C -0.343 0.203 3.139
C -0.503 1.205 4.095
C -1.500 1.082 5.052
C -2.332 -0.030 5.053
C -2.170 -1.031 4.102
C -1.182 -0.914 3.141
C 1.662 1.920 1.893
C 0.767 2.941 1.531
C 1.224 4.237 1.329
C 2.576 4.524 1.486
C 3.463 3.516 1.838
C 3.014 2.212 2.031
C -0.080 -3.424 0.250
C 0.087 -4.727 0.733
C -0.948 -5.645 0.605
C -2.150 -5.263 0.020
C -2.326 -3.970 -0.460
C -1.287 -3.056 -0.358
P -1.330 -1.369 -1.003
C -2.905 -0.600 -0.604
C -2.945 0.286 0.473
C -4.147 0.857 0.866
C -5.310 0.545 0.177
C -5.271 -0.315 -0.916
C -4.073 -0.884 -1.314
C -1.296 -1.529 -2.809
C -0.777 -2.662 -3.433
C -0.684 -2.713 -4.818
C -1.103 -1.636 -5.586
C -1.613 -0.500 -4.971
C -1.704 -0.442 -3.589
H 2.651 -2.695 -1.670
H 2.870 -1.015 -1.226
H 1.397 -1.564 -2.108
H 3.384 -3.974 1.612
H 4.707 -3.651 3.647
H 4.441 -1.609 5.007
H 2.854 0.149 4.325
H 0.147 2.071 4.110
H -1.622 1.851 5.801
H -3.108 -0.118 5.800
H -2.815 -1.898 4.112
H -1.059 -1.698 2.399
H -0.303 2.742 1.487
H 0.525 5.025 1.079
H 2.933 5.536 1.352
H 4.511 3.745 1.980
H 3.721 1.436 2.299
H 1.005 -5.033 1.220
H -0.820 -6.655 0.970
H -2.959 -5.976 -0.058
H -3.273 -3.684 -0.901
H -2.039 0.514 1.030
H -4.178 1.530 1.712
H -6.253 0.975 0.487
H -6.179 -0.540 -1.459
H -4.048 -1.532 -2.182
H -0.475 -3.522 -2.847
H -0.293 -3.600 -5.297
H -1.046 -1.687 -6.664
H -1.964 0.328 -5.571
H -2.149 0.431 -3.118
O 2.617 1.751 -1.266
C 3.002 2.945 -1.992
C 1.784 3.518 -2.653
C 1.891 4.614 -3.491
C 0.743 5.111 -4.085
C -0.481 4.507 -3.823
C -0.509 3.426 -2.973
N 0.604 2.938 -2.395
H 3.381 1.398 -0.792
H 3.759 2.681 -2.732
H 3.423 3.665 -1.287
H 2.855 5.066 -3.680
H 0.802 5.962 -4.750
H -1.394 4.870 -4.273
H -1.442 2.927 -2.731
*
```

Atom charges from the Löwdin analysis, given in e for atoms 1 to 2: Sn 1.421; C -0.178


Which formula does entry 5 have? C43H38NOP2SiSn


What is the formula in the fourth record? C3H10NOS